This record from the Open Molecules 2025 dataset describes C5H15BaFO2Si2 as an isolated structure. The level of theory is ωB97M-V/def2-TZVPD.

XYZ file:
```
26
Properties=species:S:1:pos:R:3:forces:R:3
C 3.671233 0.091645 -0.160794 0.0291 -0.2687 3.9238
C 2.593628 0.526736 0.795868 -0.4423 0.1527 -0.1856
C 1.354874 1.066370 0.096071 -0.2161 0.4979 0.7767
O 0.267712 0.888120 0.941761 -0.0937 -0.2864 -0.5721
Si -1.179754 0.275334 0.345172 -0.4199 -0.1560 0.8949
C -1.326471 -1.538143 0.740588 0.2361 0.0943 -0.7721
C -1.761587 -2.345151 -0.483136 0.4062 0.2574 0.1558
F -3.124767 -2.436811 -0.535139 -0.3450 -0.0427 -0.0326
O -2.391908 1.106006 1.019023 -0.0197 0.1407 -0.4851
Si -3.650794 1.629990 0.039955 -0.4462 0.3471 0.2205
H 3.378740 -0.815768 -0.700158 -0.4537 -0.1843 0.6729
H 4.014406 0.877392 -0.817160 -0.3239 1.3227 3.5130
H 4.537857 -0.197731 0.427824 0.4705 -0.1060 0.0694
H 2.978764 1.269631 1.479053 0.1934 0.1765 0.2320
H 2.290943 -0.318427 1.399137 0.0294 -0.3494 0.1475
H 1.199279 0.607515 -0.896799 -0.0013 -0.2896 -0.2335
H 1.458250 2.138661 -0.057844 0.2314 0.3009 -0.3573
H -1.178701 0.516899 -1.120630 0.3317 -0.0660 -0.0892
H -2.037523 -1.705595 1.536162 -0.1625 -0.0366 0.3563
H -0.369187 -1.936873 1.059405 0.2733 -0.0445 0.2683
H -1.432102 -1.857812 -1.397789 0.0087 0.0522 -0.3701
H -1.318062 -3.331704 -0.470109 -0.1801 -0.4489 0.0819
H -3.314555 2.951150 -0.527424 0.0995 -0.0471 -0.0008
H -4.857445 1.727428 0.863390 -0.0254 -0.0657 0.0215
H -3.806026 0.659818 -1.064856 0.0032 -0.0250 0.0388
Ba 4.003199 0.151321 -2.511569 0.8174 -0.9253 -8.2750
```
Forces are in eV/Å.

## Properties
net charge: +2

Electronic structure analysis, Mulliken charges in units of e: number 1, C, carries -0.916; number 2, C, carries -0.237; number 3, C, carries -0.612; number 4, O, carries -0.327; number 5, Si, carries 0.267; number 6, C, carries -0.569; number 7, C, carries -0.316; number 8, F, carries -0.282; number 9, O, carries -0.173; number 10, Si, carries 0.436; number 11, H, carries 0.324; number 12, H, carries 0.138; number 13, H, carries 0.438; number 14, H, carries 0.364; number 15, H, carries 0.343; number 16, H, carries 0.232; number 17, H, carries 0.303; number 18, H, carries -0.172; number 19, H, carries 0.404; number 20, H, carries 0.366; number 21, H, carries 0.212; number 22, H, carries 0.321; number 23, H, carries -0.115; number 24, H, carries -0.100; number 25, H, carries -0.097; number 26, Ba, carries 1.765

---

This record from the Open Molecules 2025 dataset describes one molecule with the formula C5H15ClN3P. The level of theory is ωB97M-V/def2-TZVPD.

XYZ file:
```
25
Properties=species:S:1:pos:R:3:forces:R:3
C -2.708153 1.634344 0.146845 -0.0591 -0.6154 -0.9048
N -2.512963 0.191924 0.479515 -0.2118 1.1692 -0.1306
C -1.094748 -0.193100 0.587410 -2.9440 -2.7845 -0.8290
N -0.451871 -0.525217 -0.683652 -0.8682 0.0302 1.3935
C -1.383167 -1.384205 -1.347740 -0.2165 0.7335 -2.2302
P 1.038134 -0.110346 -1.241933 1.0041 -0.6604 -0.5481
Cl 0.918843 1.947883 -1.244013 -0.3525 1.3822 -0.1123
N 2.163644 -0.213504 0.049185 -0.8353 0.2450 -1.3772
C 3.428273 0.425167 -0.144379 -1.7778 2.8867 -0.3616
C 1.938904 -0.708461 1.318303 0.6311 -3.7613 1.0308
H -2.093932 2.203763 0.923162 -1.0644 -0.3178 -1.3559
H -3.817116 1.836831 0.193218 1.2439 0.0978 0.3282
H -2.411932 1.878116 -0.958949 -0.0912 -0.1337 1.9735
H -3.209802 -0.419425 -0.001916 1.5185 0.6377 0.6147
H -1.126166 -1.155479 1.164570 0.3839 0.9471 -0.0128
H -0.608177 0.574421 1.054678 1.3561 1.8141 1.4563
H -0.892674 -2.027426 -1.984925 1.5861 -1.5040 -1.5752
H -1.879337 -2.063559 -0.699371 -0.7031 -0.1865 0.9178
H -2.078219 -0.885423 -2.075426 0.1569 -0.0123 1.1503
H 3.439612 1.527652 0.152949 -0.1236 -1.1824 0.1599
H 4.128705 -0.093785 0.410235 1.8496 -1.0331 0.7195
H 3.587689 0.505679 -1.190415 0.8160 -0.3894 -1.0909
H 2.760091 -1.426961 1.639004 -0.2690 1.1284 -0.2178
H 1.714762 -0.087273 2.123640 -0.0727 1.8298 1.3220
H 1.149594 -1.431618 1.330009 -0.9571 -0.3209 -0.3200
```
Forces are in eV/Å.

## Properties
SMILES: CNCN(C)P(Cl)N(C)C
relative energy (zero: lowest compared OMol25 entry of this formula, charge and spin): 0.0000 eV

Electronic structure analysis, Mulliken charges in units of e: number 1, C, carries -0.635; number 2, N, carries -0.309; number 3, C, carries -0.949; number 4, N, carries 0.643; number 5, C, carries -1.289; number 6, P, carries -0.221; number 7, Cl, carries -0.279; number 8, N, carries 0.114; number 9, C, carries -1.022; number 10, C, carries -1.112; number 11, H, carries 0.213; number 12, H, carries 0.322; number 13, H, carries 0.200; number 14, H, carries 0.294; number 15, H, carries 0.248; number 16, H, carries 0.532; number 17, H, carries 0.385; number 18, H, carries 0.484; number 19, H, carries 0.277; number 20, H, carries 0.276; number 21, H, carries 0.393; number 22, H, carries 0.327; number 23, H, carries 0.361; number 24, H, carries 0.384; number 25, H, carries 0.364

---

This record from the Open Molecules 2025 dataset describes C5H15MnN4O9 as an isolated structure. The level of theory is ωB97M-V/def2-TZVPD.

XYZ file:
```
34
Properties=species:S:1:pos:R:3:forces:R:3
Mn 4.862771 -19.960370 8.383890 2.2727 3.1652 2.4606
C 7.236288 -17.624428 9.533559 -1.1326 -0.5611 -0.9441
O 6.068395 -18.367935 9.005816 -0.3390 -1.7101 -0.5503
H 7.422673 -16.764816 8.889783 -0.1685 0.0622 -0.0596
H 7.043763 -17.236050 10.533649 -0.3427 -0.1856 0.0107
H 8.168068 -18.189433 9.559279 -0.1987 -0.4765 -0.0852
C 8.956024 -17.815167 6.176572 1.3165 0.2728 -0.4873
N 9.620356 -19.167269 6.451586 -2.0703 -1.0424 0.5361
O 10.147465 -19.439256 7.559138 -0.9330 0.9196 -2.8469
O 9.315899 -19.964890 5.556215 1.3951 0.2622 1.6064
H 8.066177 -17.661380 6.787007 0.5101 -0.1313 0.4027
H 8.659206 -17.792959 5.128002 0.0498 -0.4526 0.1763
H 9.754369 -17.076552 6.248565 -0.3459 0.2307 0.6320
C 5.416125 -20.895010 12.403926 0.0018 0.7263 -0.0948
N 4.164087 -20.541837 11.671333 1.6438 -0.9756 -0.6126
O 3.179471 -20.826167 12.233382 -2.0294 0.4154 -0.0445
O 4.244696 -20.112468 10.495258 -0.3081 -0.1648 -0.2867
H 5.905038 -21.670811 11.814700 -0.0198 -0.0246 0.2761
H 5.022336 -21.193800 13.375399 0.6445 -0.1794 -0.1292
H 6.035414 -19.999038 12.446566 0.0282 -0.1409 0.0150
C 8.352894 -17.046187 13.323446 -1.5062 -0.3425 -1.1107
N 9.735779 -16.899706 13.732603 0.6183 1.4762 2.5989
O 10.089697 -15.758472 14.086408 -0.2578 -2.0599 -1.2047
O 10.315053 -17.941529 13.991217 0.3353 0.5017 -0.7031
H 7.791542 -17.362467 14.202620 0.1221 0.4210 0.1486
H 8.231580 -17.872337 12.622842 0.4715 0.0363 -0.0827
H 7.951803 -16.139226 12.871062 0.2514 0.0323 0.3588
C 11.167446 -16.941470 9.448764 -1.2168 -2.5711 -0.3769
N 11.701299 -15.754157 10.070467 0.8741 0.5420 0.3114
O 12.880905 -15.495217 9.820970 -1.7200 0.2626 0.7121
O 10.907525 -15.139986 10.786606 1.2906 -0.1789 -0.7166
H 11.874094 -17.701184 9.114721 0.5810 0.9087 -0.3348
H 10.442661 -16.712974 8.667373 0.3570 0.4013 -0.0336
H 10.603060 -17.537766 10.165703 -0.1750 0.5608 0.4585
```
Forces are in eV/Å.

## Properties
spin multiplicity: 6
net charge: +1
relative energy (zero: lowest compared OMol25 entry of this formula, charge and spin): 1.4386 eV

Electronic structure analysis, Mulliken charges in units of e: number 1, Mn, carries 1.319; number 2, C, carries -0.541; number 3, O, carries -0.637; number 4, H, carries 0.294; number 5, H, carries 0.262; number 6, H, carries 0.159; number 7, C, carries -0.644; number 8, N, carries 0.835; number 9, O, carries -0.494; number 10, O, carries -0.496; number 11, H, carries 0.157; number 12, H, carries 0.335; number 13, H, carries 0.298; number 14, C, carries -0.622; number 15, N, carries 0.785; number 16, O, carries -0.375; number 17, O, carries -0.453; number 18, H, carries 0.299; number 19, H, carries 0.340; number 20, H, carries 0.191; number 21, C, carries -0.715; number 22, N, carries 0.834; number 23, O, carries -0.473; number 24, O, carries -0.519; number 25, H, carries 0.361; number 26, H, carries 0.144; number 27, H, carries 0.357; number 28, C, carries -0.656; number 29, N, carries 0.899; number 30, O, carries -0.507; number 31, O, carries -0.519; number 32, H, carries 0.373; number 33, H, carries 0.228; number 34, H, carries 0.181

---

This record from the Open Molecules 2025 dataset describes a 2-piece molecular cluster, C5H15N2 overall. The level of theory is ωB97M-V/def2-TZVPD.

XYZ file:
```
22
Properties=species:S:1:pos:R:3:forces:R:3
C -0.676767 0.634481 -0.039727 0.0325 0.9141 -2.0227
C 0.677420 0.545207 0.565709 -1.7093 -1.5735 2.8996
C 1.390302 -0.692503 0.572273 0.8749 -0.8788 -1.0482
C 2.572620 -0.533334 -0.502339 -0.2576 1.7751 -0.3831
C 3.446728 0.712244 -0.271824 -0.6966 0.2438 0.9233
N -5.133202 -0.581821 -0.600662 -0.4628 -0.7057 -0.0646
N -1.673060 -0.166996 0.670518 1.3703 -0.0893 0.9356
H -1.022823 1.663722 -0.068114 -0.0030 0.0252 -0.0853
H -0.621914 0.248720 -1.064074 -0.0799 0.1336 -0.0001
H -5.536204 -0.008297 0.120615 0.3721 0.2372 0.0202
H 0.886695 1.229066 1.392457 0.4437 0.4903 -0.5790
H 0.771166 -1.482942 0.145406 -0.0027 -0.0533 0.0267
H 1.816204 -1.024107 1.517475 0.0344 0.4736 0.2092
H 3.172426 -1.420430 -0.602462 -0.2013 -0.5490 0.1612
H 2.023636 -0.323674 -1.412761 0.1159 -0.4910 -0.4810
H 3.884234 1.103011 -1.186217 0.2713 -0.3327 0.0187
H 2.829157 1.524994 0.134794 0.0420 0.0807 -0.2674
H -5.699192 -0.529846 -1.432607 0.1139 0.0553 -0.0772
H 4.176599 0.564411 0.518439 0.3812 -0.1366 -0.2021
H -4.157614 -0.452267 -0.796985 -0.0014 0.4269 0.1390
H -1.393707 -1.144925 0.698959 -0.2864 -0.0728 -0.1118
H -1.732711 0.135279 1.641125 -0.3515 0.0269 -0.0111
```
Forces are in eV/Å.

## Properties
net charge: +1
relative energy (zero: lowest compared OMol25 entry of this formula, charge and spin): 3.7197 eV

Electronic structure analysis, Mulliken charges in units of e: number 1, C, carries -0.944; number 2, C, carries 0.216; number 3, C, carries -0.382; number 4, C, carries -0.473; number 5, C, carries -1.066; number 6, N, carries -0.618; number 7, N, carries -0.431; number 8, H, carries 0.401; number 9, H, carries 0.343; number 10, H, carries 0.215; number 11, H, carries 0.413; number 12, H, carries 0.306; number 13, H, carries 0.377; number 14, H, carries 0.390; number 15, H, carries 0.292; number 16, H, carries 0.337; number 17, H, carries 0.317; number 18, H, carries 0.221; number 19, H, carries 0.345; number 20, H, carries 0.180; number 21, H, carries 0.268; number 22, H, carries 0.293

---

This record from the Open Molecules 2025 dataset describes a 2-piece molecular cluster, C5H15N2 overall. The level of theory is ωB97M-V/def2-TZVPD.

XYZ file:
```
22
Properties=species:S:1:pos:R:3:forces:R:3
C 0.261162 1.560788 1.653663 1.1886 -1.1667 1.7170
N 1.260034 1.227273 0.609718 0.7374 -0.9627 1.1226
C 1.459651 2.252697 -0.418743 1.1825 1.6262 0.3799
H 0.085797 0.633942 2.297263 0.1245 1.3426 -0.9518
H 0.698190 2.337966 2.274402 -0.2469 0.1309 0.0975
H -0.622926 1.894351 1.182521 -0.9611 0.2941 -0.4037
H 0.880013 0.362687 0.144583 0.1340 0.2371 -0.5579
H 2.173337 0.965137 1.072839 -1.1938 0.4644 -0.6855
H 0.559110 2.399191 -1.005097 -0.1763 -0.0345 0.1893
H 2.240065 1.871495 -1.072618 0.0492 0.2427 -0.1261
H 1.808582 3.240856 0.064596 -0.6431 -1.6134 -0.7838
C -2.342003 -1.917176 -0.318573 0.7596 0.2710 -0.4089
C -1.164124 -1.081182 0.264622 -0.1879 0.2317 -0.5015
C 0.542697 -1.648989 -1.380316 -2.4581 -0.2323 2.2572
N -0.079792 -0.742777 -0.709618 0.2017 -1.0350 -0.8119
H -3.151135 -1.942849 0.438234 0.3998 -0.0583 -0.6005
H -2.680182 -1.425898 -1.266234 0.0452 -0.5078 0.8576
H -1.999724 -2.954386 -0.551558 -0.4076 0.7798 0.2034
H -0.749972 -1.590129 1.131597 0.1039 -0.0414 0.2203
H -1.540231 -0.082815 0.566541 0.0084 -0.7841 0.0518
H 0.408980 -2.720620 -1.150630 -0.0462 0.3175 -0.3422
H 1.084110 -1.377227 -2.231058 1.3862 0.4982 -0.9229
```
Forces are in eV/Å.

## Properties
net charge: +1
relative energy (zero: lowest compared OMol25 entry of this formula, charge and spin): 1.6814 eV

Electronic structure analysis, Mulliken charges in units of e: number 1, C, carries -1.037; number 2, N, carries 0.005; number 3, C, carries -0.854; number 4, H, carries 0.327; number 5, H, carries 0.409; number 6, H, carries 0.435; number 7, H, carries 0.369; number 8, H, carries 0.409; number 9, H, carries 0.326; number 10, H, carries 0.360; number 11, H, carries 0.345; number 12, C, carries -1.099; number 13, C, carries -0.355; number 14, C, carries -0.345; number 15, N, carries -0.396; number 16, H, carries 0.366; number 17, H, carries 0.323; number 18, H, carries 0.320; number 19, H, carries 0.314; number 20, H, carries 0.234; number 21, H, carries 0.249; number 22, H, carries 0.295

---

In order of appearance, DFT total energy = -1053.7193 -1165.2804 -2245.9174 -308.6560 -308.7309 hartree.